Density functional theory data (ωB97M-V/def2-TZVPD) for a 6-piece molecular cluster, C3H15NO7 overall.

## Properties
**Gap between HOMO and LUMO**: 10.722 eV
**Energy above the lowest of the compared OMol25 structures with the same formula, charge and spin**: 25.8 kJ/mol
**DFT total energy**: -704.7524 Eh
**E_HOMO**: -10.63 eV

Geometry as XYZ:
```
26
Properties=species:S:1:pos:R:3:nbo_charge:R:1
C -1.79 2.13 0.14 -0.740
C -1.12 1.40 1.25 0.696
O -0.91 1.87 2.34 -0.530
N -0.65 0.09 1.00 -0.661
C -0.28 -0.39 -0.23 0.561
O 0.28 -1.46 -0.39 -0.657
H -2.74 1.64 -0.14 0.247
H -2.10 3.13 0.44 0.251
H -1.27 2.20 -0.81 0.243
H -0.26 -0.31 1.83 0.420
H -0.53 0.24 -1.07 0.172
O 1.68 0.27 -2.29 -0.947
H 1.75 -0.69 -2.33 0.479
H 1.57 0.49 -3.23 0.472
O 3.26 -1.08 0.48 -0.952
H 3.45 -0.41 -0.19 0.472
H 2.59 -1.66 0.09 0.480
O -0.46 -3.75 1.10 -0.968
H -0.10 -3.02 0.57 0.492
H -1.28 -3.48 1.50 0.462
O 2.29 1.87 2.36 -0.946
H 3.12 1.92 1.87 0.473
H 1.91 1.00 2.29 0.474
O -2.54 -0.52 -2.14 -0.984
H -3.12 -0.21 -2.84 0.495
H -2.76 -1.27 -1.61 0.496
```

=====

Density functional theory data (ωB97M-V/def2-TZVPD) for a 7-piece molecular cluster, H14O6S overall.

## Properties
**Gap between HOMO and LUMO**: 9.864 eV
**Energy above the lowest of the compared OMol25 structures with the same formula, charge and spin**: 227.6 kJ/mol
**DFT total energy**: -857.9523 Eh
**E_HOMO**: -9.75 eV

Geometry as XYZ:
```
21
Properties=species:S:1:pos:R:3:nbo_charge:R:1
O 0.39 -1.48 3.75 -0.962
H 1.05 -2.21 3.79 0.483
H 0.75 -0.62 3.68 0.479
O -2.34 0.71 -0.27 -0.964
H -3.21 0.44 -0.41 0.463
H -1.75 0.23 -0.81 0.488
O -0.77 -1.25 -1.43 -0.954
H -1.24 -1.95 -2.07 0.490
H -0.75 -1.68 -0.53 0.464
O 0.16 -3.08 0.80 -0.920
H 0.66 -2.30 1.16 0.489
H -0.73 -2.74 0.60 0.443
O 1.63 1.07 1.75 -0.934
H 1.05 1.43 1.08 0.472
H 1.28 1.62 2.47 0.463
O 5.42 0.20 -1.49 -0.929
H 4.62 0.03 -1.03 0.464
H 5.39 -0.58 -2.20 0.465
S -4.04 4.02 -3.54 -0.291
H -4.53 3.44 -2.48 0.132
H -3.04 4.70 -2.82 0.158
```

=====

Density functional theory data (ωB97M-V/def2-TZVPD) for C12H26BrN2O8PSi as an isolated structure.

## Properties
**Gap between HOMO and LUMO**: 9.396 eV
**DFT total energy**: -4389.0616 Eh
**E_HOMO**: -9.78 eV

Geometry as XYZ:
```
51
Properties=species:S:1:pos:R:3:nbo_charge:R:1
C -0.43 -2.59 1.73 -1.133
Si -1.93 -1.82 0.91 1.890
C -3.20 -3.17 0.63 -1.140
C -2.59 -0.50 2.06 -1.146
O -1.40 -1.22 -0.56 -0.887
C -2.27 -0.34 -1.25 -0.061
C -1.49 0.76 -1.96 -0.462
C -1.69 2.14 -1.32 -0.077
O -0.49 2.89 -1.20 -0.539
C 0.15 2.81 0.03 -0.065
Br 1.71 3.99 -0.13 0.057
P -0.82 3.63 1.39 1.499
O -1.37 4.96 1.03 -1.071
C 0.64 1.38 0.37 0.178
N 0.99 1.35 1.80 -0.874
O 1.75 1.11 -0.42 -0.531
C 2.09 -0.25 -0.58 0.072
C 2.19 -0.57 -2.07 -0.127
O 1.01 -1.24 -2.51 -0.455
N 1.35 -2.58 -2.97 0.401
O 0.89 -3.40 -2.30 -0.218
C 3.40 -0.60 0.13 -0.533
C 4.63 -0.06 -0.56 0.781
O 5.52 -0.80 -0.98 -0.542
O 4.70 1.29 -0.76 -0.693
H -0.45 -2.40 2.80 0.235
H -0.36 -3.66 1.56 0.246
H 0.48 -2.12 1.36 0.225
H -2.80 -3.86 -0.10 0.246
H -4.15 -2.75 0.29 0.237
H -3.35 -3.69 1.57 0.240
H -3.53 -0.09 1.69 0.240
H -1.92 0.35 2.18 0.218
H -2.76 -0.92 3.04 0.250
H -3.03 0.10 -0.60 0.160
H -2.81 -0.91 -2.00 0.182
H -1.82 0.78 -3.00 0.220
H -0.43 0.53 -1.96 0.242
H -2.35 2.74 -1.94 0.209
H -2.21 2.01 -0.37 0.164
H -1.86 2.71 1.66 -0.116
H -0.04 3.62 2.54 -0.050
H -0.16 0.66 0.20 0.194
H 0.21 0.97 2.32 0.361
H 1.78 0.74 1.95 0.374
H 1.32 -0.91 -0.17 0.216
H 3.04 -1.22 -2.27 0.199
H 2.34 0.35 -2.63 0.220
H 3.40 -0.27 1.17 0.219
H 3.50 -1.67 0.14 0.245
H 4.61 1.76 0.07 0.497
```

=====

Q: Which of these has the highest gap between HOMO and LUMO?
A: C3H15NO7

=====

Q: Which formula does entry 1 have?
A: C3H15NO7

=====

Q: E_HOMO of number 1 (C3H15NO7)?
A: -10.63 eV